11
Properties=species:S:1:pos:R:3:mulliken_charge:R:1 method="wB97M-V/def2-TZVPD" total_energy_ha=-773.88439 homo_lumo_gap_ev=11.26 molar_mass_da=124.12 lumo_energy_ev=0.4890 de_lowest_kcal_mol=26.0 spin_multiplicity=1
H -2.3620 1.3238 0.0939 0.239
N -1.4214 0.8836 0.1825 -0.568
C -1.1985 -0.3577 -0.0256 0.091
N 0.1168 -1.0227 0.2745 -0.459
S 1.5110 -0.0475 -0.0218 1.167
O 2.6362 -0.7598 0.4325 -0.532
O 1.3876 0.2712 -1.3972 -0.566
O 1.0403 1.1638 0.7871 -0.483
H -1.8517 -1.0772 -0.4306 0.354
H -0.0075 -1.7577 -0.4057 0.343
H 0.1490 1.3803 0.5106 0.414